w) A 2-piece molecular cluster, C5H11N3O overall, computed with ωB97M-V with the def2-TZVPD basis set.

SMILES	C/C(N)=N/N.C=CC=O
highest occupied orbital energy	-8.145	eV

Geometry as ORCA input:
```
! RIJCOSX wB97M-V def2-TZVPD def2/J DEFGRID3
* xyz 0 1
O 1.900 0.288 0.965
N -1.581 0.257 1.126
N 0.051 2.229 0.070
N -1.234 0.269 -0.221
C 0.231 -2.835 0.661
C 1.463 -0.740 0.503
C 0.683 -1.729 1.239
C -0.452 1.167 -0.668
C -0.119 1.145 -2.128
H 0.958 1.063 -2.269
H -0.353 -3.564 1.195
H -0.612 0.302 -2.599
H -1.687 1.187 1.527
H -2.442 -0.270 1.214
H 0.482 -1.502 2.276
H 0.425 -3.041 -0.380
H 1.652 -1.013 -0.553
H 0.801 2.728 -0.384
H 0.291 1.992 1.024
H -0.456 2.068 -2.598
*
```

These are the natural (NBO) partial charges, in e, on atoms 1 to 2: number 1, O, carries -0.558; number 2, N, carries -0.679

x) One molecule with the formula C5H11N3O, computed with ωB97M-V with the def2-TZVPD basis set.

SMILES	[H]/N=C\N(O)[C@](C)(N)C=C
highest occupied orbital energy	-8.707	eV

Geometry as ORCA input:
```
! RIJCOSX wB97M-V def2-TZVPD def2/J DEFGRID3
* xyz 0 1
O 0.085 -2.353 0.023
N -2.560 -1.223 -0.981
N 1.179 -0.082 1.381
N -0.285 -1.052 -0.378
C 1.700 0.179 -0.978
C -1.651 -0.727 -0.195
C -0.414 1.338 -0.095
C -0.790 2.168 0.890
C 0.611 -0.009 0.081
H -0.440 1.721 -1.117
H -1.031 3.210 0.698
H 1.251 0.273 -1.973
H 1.236 -1.033 1.726
H -0.700 -2.925 0.102
H 2.367 -0.692 -0.995
H 1.973 0.538 1.493
H -2.105 -1.845 -1.655
H -0.806 1.849 1.929
H -1.916 -0.413 0.823
H 2.296 1.077 -0.780
*
```

These are the natural (NBO) partial charges, in e, on atoms 1 to 2: number 1, O, carries -0.588; number 2, N, carries -0.605

y) One molecule with the formula C5H11N3O, computed with ωB97M-V with the def2-TZVPD basis set.

SMILES	C=C(N)/C(C)=C(\N)ON
highest occupied orbital energy	-7.446	eV

Geometry as ORCA input:
```
! RIJCOSX wB97M-V def2-TZVPD def2/J DEFGRID3
* xyz 0 1
O 2.311 0.174 0.403
N 2.739 1.074 -0.612
N 0.905 -0.404 1.963
N -1.782 -0.553 1.518
C 0.090 0.194 -1.723
C -1.531 -0.349 0.148
C -2.535 -0.437 -0.738
C -0.146 -0.061 -0.257
C 0.859 -0.087 0.627
H -0.164 -0.697 -2.297
H 1.950 -0.423 2.140
H -2.774 -0.623 1.707
H 2.788 2.001 -0.190
H -0.547 1.007 -2.070
H -1.364 0.151 2.111
H 0.320 -1.193 2.208
H -2.386 -0.407 -1.799
H 1.127 0.448 -1.908
H 3.688 0.776 -0.831
H -3.548 -0.589 -0.400
*
```

These are the natural (NBO) partial charges, in e, on atoms 1 to 2: number 1, O, carries -0.444; number 2, N, carries -0.515

Verdict on stability: w) comes out on top.

w) A 3-piece molecular cluster, C2H11N2O2 overall, computed with ωB97M-V with the def2-TZVPD basis set.

highest occupied orbital energy	-12.827	eV

Geometry as ORCA input:
```
! RIJCOSX wB97M-V def2-TZVPD def2/J DEFGRID3
* xyz 1 1
O 1.398 0.540 -3.604
O -2.647 -1.312 -0.428
N 0.531 0.716 2.612
N 0.172 -0.367 -0.896
C 0.352 -0.179 1.487
C 0.521 0.294 0.237
H 1.368 0.604 3.201
H -3.472 -1.523 -0.902
H 1.941 0.059 -4.234
H 0.889 1.315 0.098
H 1.910 0.812 -2.837
H 0.440 -1.247 1.697
H -0.617 -0.976 -0.719
H 0.131 0.138 -1.772
H 0.426 1.705 2.363
H -0.251 0.605 3.269
H -3.094 -1.183 0.426
*
```

These are the natural (NBO) partial charges, in e, on atoms 1 to 2: number 1, O, carries -0.958; number 2, O, carries -0.953

x) A 3-piece molecular cluster, C2H11N2O2 overall, computed with ωB97M-V with the def2-TZVPD basis set.

highest occupied orbital energy	-12.582	eV

Geometry as ORCA input:
```
! RIJCOSX wB97M-V def2-TZVPD def2/J DEFGRID3
* xyz 1 1
O 1.019 -0.167 2.587
O 1.191 2.354 0.522
N 0.215 -1.503 0.326
N -1.633 -0.102 -2.724
C -1.364 -0.547 -1.403
C -0.212 -0.449 -0.689
H 0.593 -0.907 1.258
H 1.773 2.274 1.242
H 0.878 3.268 0.619
H -2.276 -1.033 -0.843
H 0.812 -2.179 0.020
H 1.924 0.212 2.517
H -0.692 -1.834 0.628
H -2.581 0.180 -2.931
H -0.817 0.070 -3.361
H 0.620 0.086 -1.140
H 0.551 0.277 3.371
*
```

These are the natural (NBO) partial charges, in e, on atoms 1 to 2: number 1, O, carries -0.959; number 2, O, carries -0.936

y) A 3-piece molecular cluster, C2H11N2O2 overall, computed with ωB97M-V with the def2-TZVPD basis set.

highest occupied orbital energy	-12.953	eV

Geometry as ORCA input:
```
! RIJCOSX wB97M-V def2-TZVPD def2/J DEFGRID3
* xyz 1 1
O 0.666 3.506 1.625
O 1.234 -1.773 -2.475
N -1.737 -1.828 0.026
N 0.765 0.896 0.490
C -0.445 -1.224 0.518
C -0.235 0.026 0.095
H 0.657 1.501 1.297
H 0.999 -0.884 -2.249
H -1.797 -1.749 -0.996
H -0.658 0.398 -0.848
H -2.540 -1.403 0.490
H 0.906 3.609 2.540
H -1.813 -2.819 0.263
H 0.550 4.379 1.248
H 1.848 -1.677 -3.220
H -0.024 -1.917 1.222
H 1.623 0.959 -0.022
*
```

These are the natural (NBO) partial charges, in e, on atoms 1 to 2: number 1, O, carries -0.965; number 2, O, carries -0.943

z) A 3-piece molecular cluster, C2H11N2O2 overall, computed with ωB97M-V with the def2-TZVPD basis set.

highest occupied orbital energy	-14.811	eV

Geometry as ORCA input:
```
! RIJCOSX wB97M-V def2-TZVPD def2/J DEFGRID3
* xyz 1 1
O 0.492 1.296 0.486
O 2.427 1.302 2.654
N 0.149 -2.045 -0.181
N -1.151 -0.230 -0.862
C -1.969 0.459 -1.888
C -0.664 -1.409 -1.011
H -0.746 0.368 -0.109
H 0.127 -3.046 -0.085
H 1.214 0.968 1.073
H -1.701 0.091 -2.872
H 2.322 0.734 3.428
H -1.098 -2.034 -1.793
H 0.485 2.205 0.822
H -3.010 0.295 -1.637
H -1.759 1.517 -1.767
H 0.438 -1.533 0.645
H 3.380 1.368 2.520
*
```

These are the natural (NBO) partial charges, in e, on atoms 1 to 2: number 1, O, carries -0.983; number 2, O, carries -0.969

Verdict on stability: z) comes out on top.

w) A 2-piece molecular cluster, C11H18O overall, computed with ωB97M-V with the def2-TZVPD basis set.

SMILES	CCc1ccc(O)cc1.CCC
highest occupied orbital energy	-8.278	eV

Geometry as ORCA input:
```
! RIJCOSX wB97M-V def2-TZVPD def2/J DEFGRID3
* xyz 0 1
O 1.174 -2.875 -1.081
C -2.887 -0.124 3.432
C 0.896 -0.854 -2.349
C 1.051 -1.492 -1.165
C 1.112 0.562 -2.220
C 1.310 1.237 -1.013
C 0.999 0.457 0.119
C 0.823 -0.905 0.113
C 2.468 3.114 0.140
C -3.641 -0.900 1.075
C 1.486 2.730 -0.979
C -3.362 -1.288 2.554
H 0.940 0.882 1.115
H -3.740 0.581 3.517
H -2.733 -0.480 4.466
H -2.730 -2.165 2.697
H 2.696 4.159 -0.061
H 0.472 -1.531 0.921
H -4.348 -0.089 1.101
H 0.784 -1.109 -3.385
H 1.268 -3.220 -1.975
H 2.262 3.064 1.212
H 1.915 3.040 -1.939
H 0.494 3.159 -0.802
H -4.378 -1.505 2.878
H 1.021 1.205 -3.102
H -2.703 -0.422 0.694
H 3.455 2.654 0.024
H -2.018 0.511 3.338
H -3.800 -1.632 0.283
*
```

These are the natural (NBO) partial charges, in e, on atoms 1 to 2: number 1, O, carries -0.678; number 2, C, carries -0.624

x) A 2-piece molecular cluster, C11H18O overall, computed with ωB97M-V with the def2-TZVPD basis set.

SMILES	CCc1ccc(O)cc1.CCC
highest occupied orbital energy	-8.312	eV

Geometry as ORCA input:
```
! RIJCOSX wB97M-V def2-TZVPD def2/J DEFGRID3
* xyz 0 1
O 1.205 -3.133 -1.962
C 1.731 -0.052 -0.253
C 1.745 0.881 -1.227
C 1.634 2.363 -0.985
C 1.550 -1.820 -1.771
C -3.206 0.329 3.014
C 1.823 0.400 -2.589
C -3.569 -1.408 1.080
C 1.791 -1.447 -0.469
C 1.755 -0.958 -2.851
C -3.071 -1.141 2.518
C 2.864 2.914 -0.263
H -2.726 0.995 2.291
H 1.584 2.832 -1.960
H -4.270 0.506 3.071
H 3.766 2.417 -0.643
H -3.874 -2.451 1.089
H 1.658 -0.020 0.842
H -3.855 -1.614 3.114
H -2.884 -1.278 0.246
H 2.004 1.151 -3.339
H 0.835 -3.283 -2.823
H 3.093 3.972 -0.387
H 0.775 2.583 -0.351
H -2.124 -1.658 2.665
H 1.727 -1.364 -3.855
H 2.153 -2.111 0.295
H -2.719 0.397 3.984
H -4.301 -0.655 0.732
H 2.908 2.654 0.790
*
```

These are the natural (NBO) partial charges, in e, on atoms 1 to 2: number 1, O, carries -0.677; number 2, C, carries -0.197

Verdict on stability: x) comes out on top.

w) H2NO5PS as an isolated structure, computed with ωB97M-V with the def2-TZVPD basis set.

highest occupied orbital energy	-11.709	eV

Geometry as ORCA input:
```
! RIJCOSX wB97M-V def2-TZVPD def2/J DEFGRID3
* xyz 0 1
S 1.308 0.763 -0.036
P -0.405 -1.164 0.171
O 0.783 -0.711 0.994
O -0.670 -2.510 -0.253
O 0.442 1.795 0.378
O 2.683 0.827 0.034
O 0.815 0.080 -1.272
N -1.535 0.028 0.156
H -1.141 0.988 0.374
H -2.281 -0.095 -0.546
*
```

These are the natural (NBO) partial charges, in e, on atoms 1 to 2: number 1, S, carries 2.545; number 2, P, carries 2.448

x) One molecule with the formula H2NO5PS, computed with ωB97M-V with the def2-TZVPD basis set.

highest occupied orbital energy	-11.736	eV

Geometry as ORCA input:
```
! RIJCOSX wB97M-V def2-TZVPD def2/J DEFGRID3
* xyz 0 1
S 1.190 -1.885 1.744
P 0.892 0.535 0.993
O 1.400 -0.430 2.481
O -0.206 -2.108 1.676
O 2.081 -2.950 2.018
O 1.434 1.867 0.954
O 1.610 -0.806 0.320
N -0.695 0.344 0.918
H -1.229 1.114 0.563
H -1.321 -0.459 0.988
*
```

These are the natural (NBO) partial charges, in e, on atoms 1 to 2: number 1, S, carries 2.472; number 2, P, carries 2.433

Verdict on stability: w) comes out on top.

w) One molecule with the formula C2H2N2O4, computed with ωB97M-V with the def2-TZVPD basis set.

SMILES	O=c1nc(O)on1O
highest occupied orbital energy	-10.462	eV

Geometry as ORCA input:
```
! RIJCOSX wB97M-V def2-TZVPD def2/J DEFGRID3
* xyz 0 1
O 2.479 0.096 -0.075
O 0.456 -0.837 0.358
O -1.842 -1.204 -0.172
O -1.826 1.534 0.233
N 0.434 1.377 -0.305
N -0.894 -0.514 -0.624
C 1.243 0.360 -0.144
C -0.864 0.932 -0.163
H -1.938 -0.957 0.782
H 2.751 -0.786 0.110
*
```

These are the natural (NBO) partial charges, in e, on atoms 1 to 2: number 1, O, carries -0.621; number 2, O, carries -0.550

x) One molecule with the formula C2H2N2O4, computed with ωB97M-V with the def2-TZVPD basis set.

SMILES	O=c1[nH]o/c(=N\O)o1
highest occupied orbital energy	-9.822	eV

Geometry as ORCA input:
```
! RIJCOSX wB97M-V def2-TZVPD def2/J DEFGRID3
* xyz 0 1
O -0.285 1.502 1.935
O 0.281 -1.351 -2.552
O 0.113 -0.482 0.680
O -0.499 0.203 -1.265
N -0.422 1.714 0.556
N 0.222 -1.569 -0.155
C -0.325 0.620 0.018
C 0.052 -0.965 -1.452
H -0.243 2.358 2.321
H 1.107 -2.030 -0.086
*
```

These are the natural (NBO) partial charges, in e, on atoms 1 to 2: number 1, O, carries -0.549; number 2, O, carries -0.537

y) One molecule with the formula C2H2N2O4, computed with ωB97M-V with the def2-TZVPD basis set.

SMILES	O=c1[nH]c(=O)n(O)o1
highest occupied orbital energy	-10.811	eV

Geometry as ORCA input:
```
! RIJCOSX wB97M-V def2-TZVPD def2/J DEFGRID3
* xyz 0 1
O -2.225 -0.614 -1.335
O 0.502 1.648 1.382
O -1.032 0.924 -0.106
O 1.987 -0.699 0.445
N 0.037 -0.896 -0.814
N 0.397 1.103 0.163
C -1.209 -0.256 -0.839
C 0.983 -0.225 0.036
H 0.168 -1.904 -1.009
H 0.392 0.921 2.076
*
```

These are the natural (NBO) partial charges, in e, on atoms 1 to 2: number 1, O, carries -0.542; number 2, O, carries -0.488

Verdict on stability: y) comes out on top.

w) A 2-piece molecular cluster, C3H10NS overall, computed with ωB97M-V with the def2-TZVPD basis set.

highest occupied orbital energy (alpha / beta)	-8.487 / -8.483	eV
⟨S²⟩	0.753

Geometry as ORCA input:
```
! RIJCOSX wB97M-V def2-TZVPD def2/J DEFGRID3
* xyz 0 2
S 1.897 -0.264 -0.626
N -1.481 1.065 0.549
C 3.059 -1.357 0.127
C -1.802 1.552 -0.771
C -1.328 -0.392 0.591
H -2.072 2.605 -0.796
H 3.103 -1.192 1.203
H -1.009 1.390 -1.515
H -0.475 -0.646 1.205
H -0.659 1.510 0.935
H -1.205 -0.781 -0.423
H 4.063 -1.251 -0.292
H -2.252 -0.821 0.978
H -2.671 1.000 -1.136
H 2.832 -2.416 -0.028
*
```

These are the natural (NBO) partial charges, in e, on atoms 1 to 2: number 1, S, carries 0.124; number 2, N, carries -0.633

x) A 2-piece molecular cluster, C3H10NS overall, computed with ωB97M-V with the def2-TZVPD basis set.

highest occupied orbital energy (alpha / beta)	-8.734 / -8.708	eV
⟨S²⟩	0.753

Geometry as ORCA input:
```
! RIJCOSX wB97M-V def2-TZVPD def2/J DEFGRID3
* xyz 0 2
S 1.814 -1.713 0.275
N -1.740 1.531 -0.059
C 2.570 -0.044 0.254
C -2.919 1.563 -0.908
C -1.322 0.181 0.339
H -2.715 1.269 -1.951
H -0.503 0.273 1.063
H -0.888 -0.371 -0.497
H -3.293 2.577 -0.932
H 1.704 0.633 0.283
H -2.168 -0.206 0.905
H -0.974 1.971 -0.555
H 2.922 0.054 -0.772
H -3.719 0.940 -0.509
H 3.268 0.365 0.979
*
```

These are the natural (NBO) partial charges, in e, on atoms 1 to 2: number 1, S, carries 0.106; number 2, N, carries -0.624

Verdict on stability: w) comes out on top.